DFT (ωB97M-V/def2-TZVPD) results for C27H17ClF5N5OSbSe4Ti as an isolated structure.

```
62
Properties=species:S:1:pos:R:3:forces:R:3:lowdin_spin:R:1
Ti 1.2127 -0.1853 -0.1699 -0.40 0.65 0.09 0.121
N 1.1701 2.8164 3.3157 0.03 0.32 -0.23 0.007
C 1.5697 1.9355 2.3894 -0.04 0.14 0.13 0.002
N 0.9031 1.6223 1.3250 -0.04 -0.10 -0.25 0.010
C -0.2770 2.3091 1.0671 0.02 -0.02 0.01 0.047
N -0.8215 2.2264 -0.0956 -0.02 -0.03 0.00 -0.020
N -0.1134 1.3667 -0.8995 0.06 -0.29 0.03 0.178
C -0.3870 1.4525 -2.1907 -0.01 0.01 0.01 0.168
C 0.4622 0.7235 -3.0343 0.02 0.00 0.01 0.105
C 0.3748 0.6813 -4.4454 0.00 0.01 0.01 0.033
C 1.3107 -0.0128 -5.1568 0.00 0.00 0.00 0.052
C 2.3527 -0.6706 -4.4662 0.00 0.00 -0.01 0.085
C 2.3693 -0.6098 -3.0941 -0.01 0.02 0.00 0.016
N 1.4527 0.0501 -2.3699 0.11 -0.05 -0.05 0.127
C -0.8737 3.1150 2.1297 0.07 0.01 0.03 0.001
C -2.1711 3.6224 2.0582 -0.02 0.03 0.00 0.009
C -2.6881 4.3503 3.1110 -0.02 -0.02 -0.03 0.000
C -1.9161 4.5674 4.2549 0.05 0.00 0.02 0.010
C -0.6344 4.0657 4.3455 -0.02 0.04 -0.01 -0.001
C -0.1121 3.3408 3.2753 0.15 0.01 -0.08 0.008
H 1.6931 2.7812 4.1992 0.06 0.10 -0.13 0.000
H 2.5202 1.4499 2.5774 0.01 0.11 -0.06 0.000
H -1.1844 2.0940 -2.5462 0.01 0.01 0.01 0.010
H -0.4375 1.2055 -4.9335 0.00 0.00 0.00 -0.001
H 1.2567 -0.0552 -6.2382 0.00 0.00 0.00 0.002
H 3.1239 -1.2176 -4.9901 0.00 0.00 0.00 0.005
H 3.1494 -1.0908 -2.5178 0.01 -0.03 0.02 -0.001
H -2.7516 3.4156 1.1685 0.00 0.00 0.00 0.000
H -3.6981 4.7373 3.0585 0.00 0.00 0.00 0.000
H -2.3322 5.1189 5.0891 0.00 0.00 0.00 0.001
H -0.0369 4.1943 5.2390 -0.01 -0.01 -0.01 0.000
Se -0.0254 0.4877 4.9472 -0.25 -0.39 0.35 0.000
Sb 2.2784 -0.1939 5.0440 0.13 -0.27 0.02 0.000
Se 3.6421 0.3143 0.1400 0.17 0.00 0.08 -0.002
Se 2.6615 -1.0155 1.7912 0.14 -0.20 0.14 0.010
Se 3.6499 1.7958 5.3782 -0.10 0.02 -0.02 0.000
F 2.3358 -7.0542 -2.7515 0.00 0.01 0.00 0.001
C 2.0754 -5.8200 -2.2747 0.00 0.00 0.00 0.003
C 3.1016 -4.9752 -1.8973 0.00 0.00 0.00 0.000
F 4.3734 -5.3932 -2.0154 -0.01 0.00 0.00 0.000
C 2.8380 -3.7098 -1.4075 0.01 0.01 0.01 0.003
F 3.8800 -2.9411 -1.0769 -0.02 0.04 0.00 0.001
C 1.5270 -3.2092 -1.2692 -0.03 -0.04 0.09 0.000
O 1.2483 -2.0377 -0.8160 -0.03 0.02 -0.21 0.007
C 0.5141 -4.1054 -1.6640 0.00 -0.03 -0.02 0.003
F -0.7687 -3.7209 -1.5688 0.05 -0.07 -0.01 0.001
C 0.7750 -5.3691 -2.1534 -0.01 0.00 0.00 0.000
F -0.2412 -6.1713 -2.5157 0.01 -0.01 0.00 0.000
Cl -5.9477 0.3311 -1.2254 -0.01 0.00 0.00 0.000
C -4.3634 -0.0387 -0.5563 0.00 0.00 0.01 0.000
C -4.0313 0.4199 0.7061 -0.01 0.00 -0.01 0.000
C -2.7791 0.1250 1.2213 0.02 0.01 0.00 0.000
C -1.8345 -0.6167 0.5000 -0.03 0.01 0.05 0.001
C -0.4864 -0.8741 1.0594 -0.03 -0.09 0.08 -0.004
C -2.2199 -1.0723 -0.7670 0.03 0.01 -0.04 0.000
C -3.4689 -0.7902 -1.2979 0.00 0.01 0.00 0.001
H -4.7437 1.0003 1.2788 0.00 0.00 0.00 0.000
H -2.5134 0.4807 2.2113 0.00 0.00 0.00 0.000
H -0.2804 -1.9456 1.0779 0.00 -0.02 -0.03 0.001
H -0.4238 -0.5068 2.0836 0.03 0.00 -0.01 0.000
H -1.5156 -1.6496 -1.3538 -0.04 0.07 0.03 0.000
H -3.7432 -1.1441 -2.2835 0.00 0.00 0.00 0.000
```
Forces are in eV/Å.

## Properties
ΔE to the lowest compared entry with this formula, charge and spin ... 17.1 kcal per mole
Total charge ... -2
HOMO (alpha / beta) ... -1.334 / -1.843 eV
Spin multiplicity ... 2
HOMO-LUMO gap (alpha / beta) ... 0.198 / 0.213 hartree

***

DFT (ωB97M-V/def2-TZVPD) results for a 6-piece molecular cluster, C25H48ClN4O17S overall at a distorted geometry.

```
96
Properties=species:S:1:pos:R:3:forces:R:3:mulliken_charge:R:1
C 5.0446 -4.6484 1.9160 -0.33 0.48 -0.06 -1.416
C 5.8297 -3.3468 1.9605 -0.61 -0.60 -0.21 0.182
O 6.5483 -3.1878 0.7426 0.29 0.18 0.14 -0.532
C 4.9670 -2.0972 2.0887 0.77 -0.14 0.01 -1.182
N 4.1415 -1.8526 0.9043 -0.12 0.05 0.07 0.401
C 4.6706 -1.0628 -0.1959 0.42 0.62 -0.42 -0.795
C 5.0927 0.3540 0.1916 -0.55 0.22 0.61 -0.814
C 4.0878 1.1040 1.0954 0.49 -0.32 0.17 -0.630
S 4.6226 1.3453 2.8272 0.10 0.25 0.09 -0.166
C 2.9295 -2.3628 0.8626 -0.47 0.07 -0.27 0.611
N 2.3503 -3.0553 1.8450 0.34 -0.55 1.58 -0.360
C 1.1612 -3.4147 1.4428 0.73 0.44 -0.28 -0.277
N 0.9395 -2.9627 0.2160 -1.82 -0.61 -0.50 0.099
C -0.2286 -3.1178 -0.6480 0.53 -0.11 0.48 -0.832
C -1.4074 -2.2481 -0.2402 -1.32 1.79 -1.50 0.684
O -1.9832 -1.5697 -1.0612 1.09 -1.70 1.78 -0.452
Cl -1.9033 -2.1928 1.4431 0.61 -0.26 -0.37 -0.123
N 2.0383 -2.2840 -0.1611 1.44 0.77 -0.16 -0.066
H 4.4029 -4.6543 1.0398 0.03 -0.10 -0.28 0.273
H 5.7069 -5.5028 1.8621 0.10 -0.17 0.09 0.439
H 4.3767 -4.7108 2.7674 0.07 -0.24 0.32 0.330
H 6.4869 -3.3880 2.8279 0.23 0.25 0.06 0.447
H 7.3749 -3.6704 0.8094 0.12 -0.09 -0.12 0.351
H 5.6678 -1.2790 2.1852 -0.05 0.39 -0.13 0.323
H 4.3649 -2.0981 2.9870 -0.27 -0.20 0.06 0.601
H 3.9306 -0.9735 -0.9854 -0.28 -0.09 0.00 0.301
H 5.5240 -1.5553 -0.6451 0.09 -0.35 0.05 0.219
H 5.1888 0.9439 -0.7128 0.14 -0.13 -0.35 0.551
H 6.0666 0.3618 0.6681 0.18 -0.10 0.05 0.450
H 3.0998 0.6560 1.0886 -0.20 0.01 -0.08 0.309
H 4.0059 2.1155 0.7200 -0.24 0.23 0.02 0.345
H 4.1039 0.2831 3.4604 -0.12 -0.06 -0.31 0.104
H 0.4572 -3.9873 2.0114 -0.26 -0.15 0.04 0.563
H 0.0551 -2.8415 -1.6533 -0.03 0.18 -0.24 0.428
H -0.4739 -4.1735 -0.6802 -0.36 -0.14 0.15 0.357
H 2.1655 -1.8263 -1.0467 -0.39 -0.11 -0.19 0.252
C 2.1789 7.6709 -0.3289 0.03 0.20 -0.17 -0.585
O 2.0226 7.1621 0.9983 -0.01 0.06 0.00 -0.330
C 1.9909 5.8382 1.0799 0.01 0.12 0.07 0.829
O 2.0821 5.0670 0.1586 0.03 -0.10 -0.08 -0.555
O 1.8445 5.5026 2.3605 -0.03 -0.03 0.05 -0.337
C 1.7918 4.0963 2.5821 -0.07 -0.25 0.17 -0.430
H 2.1884 8.7534 -0.2486 -0.02 -0.01 0.16 0.220
H 3.1201 7.3360 -0.7603 -0.05 -0.10 -0.02 0.294
H 1.3445 7.3661 -0.9574 0.04 -0.10 -0.01 0.250
H 2.7152 3.6220 2.2570 -0.03 -0.01 -0.07 0.094
H 0.9372 3.6575 2.0679 0.06 0.01 -0.10 0.247
H 1.6754 3.9411 3.6507 0.03 0.20 0.03 0.273
C -4.7111 -3.1656 3.0025 -0.14 0.26 -0.08 -0.422
O -4.6312 -3.8304 4.2617 0.04 0.12 0.01 -0.298
C -4.6921 -5.1598 4.1773 -0.02 0.00 0.15 0.778
O -4.7921 -5.7944 3.1605 0.06 -0.04 -0.13 -0.544
O -4.6173 -5.6565 5.4070 0.02 0.01 0.06 -0.320
C -4.6730 -7.0843 5.4713 -0.02 -0.24 0.13 -0.626
H -4.6478 -2.0972 3.1978 0.02 -0.04 0.20 0.260
H -3.8836 -3.4590 2.3622 -0.19 -0.21 0.00 0.055
H -5.6602 -3.3765 2.5130 0.05 -0.11 -0.05 0.328
H -3.8371 -7.5263 4.9325 -0.06 0.02 -0.10 0.289
H -5.6162 -7.4502 5.0712 0.04 0.01 -0.11 0.297
H -4.6029 -7.3522 6.5211 0.01 0.16 0.04 0.223
C -2.4429 4.6289 -2.8993 -0.03 0.26 0.03 -0.664
O -1.6955 3.4532 -3.2323 0.07 0.05 -0.02 -0.283
C -2.3945 2.3237 -3.1619 0.09 0.02 0.02 0.856
O -3.5503 2.2226 -2.8534 -0.12 -0.03 0.07 -0.558
O -1.5843 1.3152 -3.4935 0.13 -0.08 0.01 -0.303
C -2.2107 0.0286 -3.4648 -0.15 -0.11 -0.20 -0.622
H -1.7618 5.4690 -2.9959 0.12 -0.11 -0.04 0.213
H -3.2752 4.7615 -3.5872 -0.06 -0.08 0.06 0.311
H -2.8038 4.5766 -1.8741 -0.08 -0.07 -0.03 0.287
H -3.0277 -0.0199 -4.1827 -0.03 0.07 0.03 0.335
H -2.5650 -0.1976 -2.4684 -0.19 0.23 -0.19 0.412
H -1.4556 -0.7004 -3.7486 0.12 0.16 -0.05 0.127
C -2.2197 -0.3504 -9.8124 -0.09 -0.16 -0.17 -0.629
O -1.8641 0.9530 -9.3466 -0.02 -0.01 -0.07 -0.334
C -1.3800 0.9825 -8.1096 -0.04 0.09 -0.07 0.820
O -1.2274 0.0307 -7.3864 0.01 -0.09 0.07 -0.563
O -1.0942 2.2451 -7.8049 0.05 0.05 -0.01 -0.338
C -0.5607 2.4169 -6.4913 0.09 0.20 0.21 -0.328
H -2.5958 -0.2285 -10.8236 0.03 0.16 0.01 0.222
H -1.3487 -1.0026 -9.8312 -0.01 -0.02 0.11 0.290
H -3.0015 -0.7809 -9.1898 0.07 -0.03 0.08 0.296
H 0.3767 1.8738 -6.3827 -0.07 -0.11 0.03 0.287
H -1.2749 2.0903 -5.7414 0.07 -0.12 -0.03 -0.003
H -0.3689 3.4775 -6.3570 -0.07 0.04 -0.19 0.247
C -3.4304 1.1089 1.2812 -0.01 0.01 -0.29 -0.653
O -3.4668 0.9586 2.7007 0.05 -0.19 -0.06 -0.136
C -3.6321 2.1054 3.3676 -0.02 -0.05 0.12 0.708
O -3.7402 3.1932 2.8728 0.03 0.10 -0.09 -0.536
O -3.6521 1.8261 4.6669 0.02 -0.07 0.05 -0.305
C -3.8260 2.9689 5.5111 -0.04 0.13 0.25 -0.632
H -3.2921 0.1179 0.8625 -0.04 -0.06 0.11 0.063
H -4.3646 1.5210 0.9057 0.04 0.13 0.03 0.362
H -2.5945 1.7392 0.9795 -0.08 0.12 0.03 0.282
H -4.7770 3.4558 5.3062 0.05 0.05 -0.09 0.303
H -3.0056 3.6715 5.3798 -0.05 0.04 -0.10 0.289
H -3.8245 2.6044 6.5338 0.02 -0.15 -0.06 0.216
```
Forces are in eV/Å.

## Properties
Total charge ... +1
HOMO ... -11.810 eV
Spin multiplicity ... 1
HOMO-LUMO gap ... 0.312 hartree

***

DFT (ωB97M-V/def2-TZVPD) results for an isolated ion of composition C6H11O and charge -1 at a distorted geometry.

```
18
Properties=species:S:1:pos:R:3:forces:R:3:mulliken_charge:R:1
C -1.4128 -2.6789 -0.6086 -0.72 0.24 1.25 -1.173
C -0.6737 -1.3840 -0.7238 -1.52 1.58 -0.89 -0.013
C -0.0028 -0.6543 0.1789 0.99 -0.99 -0.17 -0.284
C 1.2032 0.2108 -0.1781 -0.67 0.20 0.15 -0.737
C 0.8364 1.6983 -0.1727 -0.03 0.40 -0.44 -0.448
C 0.1567 2.3047 1.1561 4.09 -0.30 0.38 -0.165
O -0.8341 3.1047 0.9640 -0.86 0.06 0.07 -0.805
H -1.4616 -3.1082 -1.6005 -0.09 -0.32 -0.13 0.330
H -0.8877 -3.3568 0.0610 0.07 -0.18 -0.04 0.308
H -2.4459 -2.5985 -0.2036 0.35 0.07 -0.34 0.254
H -1.0449 -0.8146 -1.6260 1.71 -0.76 0.06 0.223
H -0.1900 -0.7590 1.2490 0.49 -0.73 -0.05 0.313
H 2.0102 -0.0856 0.5089 -0.37 0.49 0.73 0.293
H 1.7404 -0.1214 -1.0893 -1.04 0.23 -0.27 0.373
H 1.7454 2.2192 -0.5339 -0.61 0.40 0.16 0.401
H -0.0210 1.8681 -0.8475 0.57 -0.16 -0.38 0.089
H 1.1572 2.8039 1.7047 -1.34 -0.46 -0.53 0.052
H 0.1248 1.3517 1.7616 -1.02 0.25 0.46 -0.010
```
Forces are in eV/Å.

## Properties
ΔE to the lowest compared entry with this formula, charge and spin ... 40.9 kcal per mole
Total charge ... -1
HOMO ... -2.352 eV
Spin multiplicity ... 1
HOMO-LUMO gap ... 0.221 hartree